The following is a quantum chemistry calculation of a 2-piece molecular cluster, C3H4ClN2O2S overall, from the Open Molecules 2025 dataset.

Structure (XYZ):
```
13
Properties=species:S:1:pos:R:3:mulliken_charge:R:1
C 2.4774 -0.1752 1.7261 0.667
C -2.1590 1.0816 -0.2102 -0.963
C -0.9608 0.0921 -0.3396 0.120
N -0.6359 -0.4971 -1.4348 0.532
N -0.3934 -1.0535 -2.3925 -0.683
O 2.2540 0.9698 1.7768 -0.509
O 2.6417 -1.2094 2.2291 -0.493
S 2.4871 -0.5523 -0.4889 -0.423
Cl 2.0603 -2.4606 -0.7835 -0.235
H -2.9877 0.8362 -1.0135 0.242
H -1.8998 2.0811 -0.3301 0.250
H -2.6307 0.9470 0.7459 0.286
H -0.2535 -0.0597 0.5152 0.208
```

Results
* highest occupied orbital energy: -3.74 eV
* electronic energy: -1235.100223 Ha
* lowest unoccupied orbital energy: 3.55 eV
* Kohn-Sham gap: 7.3 eV
* total charge: -1